Entry 1:
17
Properties=species:S:1:pos:R:3:lowdin_charge:R:1 method="wB97M-V/def2-TZVPD" e_above_lowest_kcal_mol=43.3 energy_ha=-288.9480 spin_multiplicity=1 homo_energy_ev=-8.39 lumo_ev=1.00 largest_force_ev_per_a=2.55 charge=0 smiles=CNC[C@@H](C)O
C -1.22062 -1.12833 -1.60175 -0.115
N -1.62438 -0.49170 -0.32683 -0.137
C -0.69443 0.47280 0.22727 -0.222
C 0.80908 0.07352 0.30479 -0.422
C 1.63698 1.28699 0.67297 -0.047
O 0.93652 -0.99125 1.24211 -0.063
H -1.95442 -1.54257 -2.28265 0.068
H -0.64091 -0.37756 -2.12698 0.070
H -0.49603 -1.91648 -1.32318 0.078
H -1.91672 -1.16573 0.36030 0.091
H -1.26528 0.87601 1.07591 0.129
H -0.67399 1.28064 -0.53828 0.118
H 1.09589 -0.43865 -0.61317 0.127
H 2.55971 1.52891 0.15431 0.077
H 1.85144 1.17206 1.76222 0.088
H 0.98060 2.13887 0.88804 0.073
H 0.61655 -0.77752 2.12493 0.088

---

Entry 2:
81
Properties=species:S:1:pos:R:3:lowdin_charge:R:1 method="wB97M-V/def2-TZVPD" energy_ha=-3826.2667 spin_multiplicity=1 homo_energy_ev=-10.66 lumo_ev=-4.96 largest_force_ev_per_a=0.97 charge=+1
V -0.49752 0.04353 0.06211 1.060
O -1.22003 -1.03628 1.30540 -0.130
C -1.31269 -1.03830 2.62984 -0.263
C -1.23441 -2.25033 3.31901 0.032
C -1.38526 -2.23853 4.68816 -0.035
C -1.61173 -1.04581 5.38893 -0.051
C -1.69218 0.14479 4.71285 -0.010
C -1.53044 0.16767 3.31624 -0.127
C -1.68665 1.36620 2.57372 0.018
N -1.42425 1.46226 1.30446 -0.042
N -1.76078 2.66247 0.73480 0.143
C -1.60116 2.54926 -0.53889 -0.350
O -1.19480 1.38461 -1.01570 -0.179
C -1.82061 3.63019 -1.50621 -0.146
C -1.65915 3.39170 -2.86841 -0.015
C -1.86109 4.42106 -3.77287 -0.064
C -2.22017 5.68346 -3.32122 -0.065
C -2.38012 5.92122 -1.96204 -0.062
C -2.18166 4.89775 -1.05235 -0.016
H -1.06412 -3.16291 2.76535 0.134
H -1.33093 -3.17173 5.23460 0.120
H -1.71957 -1.06508 6.46471 0.120
H -1.86617 1.07168 5.24582 0.128
H -2.08104 2.25448 3.05715 0.155
H -1.38005 2.40457 -3.21123 0.113
H -1.74096 4.23817 -4.83235 0.108
H -2.37682 6.48598 -4.02984 0.110
H -2.66015 6.90604 -1.61298 0.110
H -2.30378 5.07118 0.00844 0.115
C 3.19428 1.93446 -4.13162 -0.063
C 3.36006 0.50326 -3.64522 -0.234
N 2.13988 -0.28714 -3.83736 -0.109
C 2.02204 -0.98358 -5.13056 -0.191
C 2.53153 -2.41163 -5.05299 -0.061
C 1.19317 -0.36948 -2.91335 -0.582
S 1.40503 0.50439 -1.45418 0.989
N 0.16300 -1.19685 -3.23668 0.158
C -0.80707 -1.52474 -2.45283 -0.318
O -0.98132 -1.09735 -1.22604 -0.142
C -1.84612 -2.45755 -2.92750 -0.131
C -1.74795 -3.00380 -4.20798 -0.011
C -2.71864 -3.87695 -4.66263 -0.059
C -3.78999 -4.20938 -3.84222 -0.058
C -3.88868 -3.67009 -2.56736 -0.058
C -2.91972 -2.79500 -2.10641 -0.003
H 4.12513 2.48459 -3.99444 0.086
H 2.40901 2.44732 -3.57639 0.065
H 2.94242 1.96009 -5.19267 0.079
H 3.63540 0.47124 -2.59206 0.084
H 4.15037 -0.00694 -4.19624 0.125
H 2.60542 -0.39674 -5.84024 0.121
H 0.98441 -0.95131 -5.44830 0.112
H 3.56714 -2.44418 -4.71139 0.079
H 2.48908 -2.87736 -6.03778 0.083
H 1.92102 -2.99819 -4.36682 0.072
H -0.90692 -2.73750 -4.83244 0.106
H -2.64280 -4.30103 -5.65476 0.111
H -4.54950 -4.89272 -4.19895 0.112
H -4.72298 -3.93172 -1.93065 0.111
H -2.99432 -2.37622 -1.11241 0.118
C 2.18468 -2.34217 5.89334 -0.019
C 1.83915 -0.89401 5.71324 -0.199
C 1.37742 -0.11951 6.76439 -0.069
C 1.06090 1.21818 6.57321 -0.680
Cl 0.43361 2.14394 7.90204 0.675
C 1.21589 1.81012 5.33766 -0.106
C 1.67880 1.04915 4.26892 -0.010
C 1.98307 -0.28777 4.45952 -0.217
O 2.45052 -1.12840 3.47676 -0.014
C 2.82556 -0.58919 2.22712 -0.059
C 1.61463 -0.48135 1.32247 -0.580
O 1.17915 -1.41233 0.63950 0.023
O 0.95882 0.63577 1.26334 -0.135
H 1.96679 -2.66635 6.90964 0.085
H 3.24216 -2.52067 5.69268 0.093
H 1.62457 -2.96740 5.19552 0.079
H 1.25809 -0.56185 7.74555 0.119
H 0.97743 2.85635 5.20084 0.112
H 1.77330 1.51783 3.29997 0.106
H 3.51938 -1.29983 1.78420 0.150
H 3.31196 0.38229 2.32306 0.143

---

Entry 3:
84
Properties=species:S:1:pos:R:3:lowdin_charge:R:1 method="wB97M-V/def2-TZVPD" e_above_lowest_kcal_mol=3.9 energy_ha=-2504.9574 spin_multiplicity=1 homo_energy_ev="-13.04 / -13.04" lumo_ev="-8.43 / -8.43" largest_force_ev_per_a=1.21 charge=+2
Rh 0.06192 0.76878 -1.02820 -0.040
C -1.46848 1.50687 2.58592 -0.228
Sb -1.50533 2.08303 0.55891 1.457
C -1.08284 4.16261 0.62631 -0.262
C -3.59011 2.29512 0.20183 -0.266
C -4.41674 1.06082 0.42489 -0.289
C -5.00655 0.83185 1.66178 -0.042
C -5.75266 -0.31698 1.88894 -0.057
C -5.92137 -1.24459 0.86987 -0.051
C -5.34177 -1.01855 -0.37095 -0.034
C -4.58804 0.12398 -0.60154 -0.290
C -3.91550 0.33324 -1.92563 -0.267
Sb -1.94012 -0.39935 -2.07231 1.436
C -1.72603 -0.08161 -4.16152 -0.282
C -2.11045 -2.48868 -1.97087 -0.219
H -1.67097 2.40247 3.17298 0.037
H -0.50957 1.08349 2.88115 0.020
H -2.24410 0.76054 2.74522 0.011
H -2.02758 4.67731 0.79637 0.026
H -0.64581 4.52085 -0.30238 0.013
H -0.41410 4.38177 1.45203 0.003
H -3.69110 2.70889 -0.80069 0.066
H -3.88413 3.08033 0.90064 0.079
H -4.89428 1.56205 2.45502 0.123
H -6.20641 -0.47957 2.85684 0.119
H -6.50994 -2.13645 1.03442 0.117
H -5.48952 -1.73670 -1.16932 0.120
H -3.86625 1.37748 -2.22885 0.065
H -4.43535 -0.21278 -2.71634 0.084
H -2.55589 -0.56654 -4.67612 0.026
H -0.78764 -0.49889 -4.52325 -0.004
H -1.74776 0.98680 -4.37077 0.020
H -2.85246 -2.74241 -2.72801 0.035
H -2.45059 -2.77560 -0.98123 0.026
H -1.17159 -2.98618 -2.20463 0.025
C 2.67001 -2.22397 -1.48659 -0.277
Sb 1.82636 -0.50537 -2.37457 1.523
C 0.13241 2.47514 -2.16953 -0.334
C 3.52992 0.54481 -3.18737 -0.290
C 4.67505 0.15036 -2.32774 -0.330
C 5.50115 -0.90348 -2.73261 -0.051
C 6.52922 -1.34442 -1.92832 -0.044
C 6.74881 -0.73459 -0.68671 -0.041
C 5.94596 0.30719 -0.27796 -0.039
C 4.89881 0.77431 -1.08288 -0.295
C 4.05465 1.88833 -0.58486 -0.286
Sb 2.25040 1.21930 0.38583 1.408
C 1.95456 3.01639 1.45508 -0.267
C 3.03763 -0.03379 1.87278 -0.237
H 3.14915 -2.86332 -2.22588 0.032
H 1.87175 -2.74848 -0.96727 0.008
H 3.42994 -1.88217 -0.78161 0.013
H 0.32226 2.23174 -3.21747 -0.007
H 0.95243 3.11322 -1.82223 -0.008
H -0.77359 3.08319 -2.16069 -0.015
H 3.21175 1.58327 -3.11404 0.056
H 3.65607 0.29274 -4.23916 0.079
H 5.33187 -1.36873 -3.69634 0.125
H 7.16936 -2.15118 -2.25757 0.118
H 7.56310 -1.06854 -0.05827 0.119
H 6.14345 0.79342 0.66974 0.121
H 3.73415 2.59697 -1.34779 0.070
H 4.58556 2.44417 0.18885 0.078
H 2.90050 3.26480 1.93599 0.035
H 1.18975 2.90258 2.22006 0.005
H 1.67309 3.80470 0.76291 0.016
H 3.85126 0.54632 2.30717 0.032
H 3.41488 -0.96530 1.45939 0.016
H 2.27711 -0.25122 2.61962 0.023
O -3.07529 -1.81539 2.77236 0.077
C -1.87325 -2.39198 2.92749 -0.243
C -1.71703 -3.22586 4.04065 0.014
C -0.51427 -3.84949 4.27217 -0.042
C 0.57300 -3.66989 3.40564 -0.068
C 0.42281 -2.84641 2.31758 -0.034
C -0.79210 -2.18778 2.05585 -0.074
C -0.91048 -1.27218 0.91458 -0.599
O -2.00879 -0.71957 0.64950 -0.181
O 0.14151 -1.00692 0.21492 -0.304
H -3.06208 -1.28235 1.95517 0.062
H -2.56358 -3.36622 4.69807 0.130
H -0.41260 -4.49444 5.13503 0.119
H 1.50677 -4.18124 3.59222 0.109
H 1.23572 -2.70206 1.61830 0.097

---

Entry 4:
19
Properties=species:S:1:pos:R:3:lowdin_charge:R:1 method="wB97M-V/def2-TZVPD" e_above_lowest_kcal_mol=56.8 energy_ha=-269.4101 spin_multiplicity=1 homo_energy_ev=-14.20 lumo_ev=-3.04 largest_force_ev_per_a=5.15 charge=+1 smiles=C[C@H]([NH3+])CCN
C 2.20236 0.27302 -0.13744 -0.088
C 0.90970 -0.23645 0.34428 -0.350
N 0.23429 -1.43293 -0.35948 0.173
C -0.10817 0.92125 -0.00099 -0.220
C -1.44179 0.78223 0.56893 -0.204
N -2.24246 -0.41973 -0.12578 -0.020
H 2.06089 1.10939 -0.96904 0.120
H 2.95277 -0.42081 -0.60131 0.091
H 2.82249 0.97039 0.65106 0.160
H 0.73377 -0.49028 1.37511 0.142
H 0.41256 -2.22794 0.23400 0.146
H 0.87616 -1.69018 -1.16109 0.188
H -0.84652 -1.26630 -0.35963 0.099
H 0.30795 1.91256 0.32653 0.146
H -0.00340 0.89280 -1.13293 0.142
H -2.14112 1.75612 0.48208 0.164
H -1.44399 0.41140 1.61452 0.120
H -2.09370 -0.24409 -1.08129 0.050
H -3.19180 -0.60044 0.33246 0.141

---

Entry 5:
15
Properties=species:S:1:pos:R:3:lowdin_charge:R:1 method="wB97M-V/def2-TZVPD" e_above_lowest_kcal_mol=3.6 energy_ha=-287.8267 spin_multiplicity=1 homo_energy_ev=-9.81 lumo_ev=0.93 largest_force_ev_per_a=0.38 charge=0 smiles="CCCC(N)=O"
C 2.16670 0.28881 -0.26751 -0.117
C 0.78884 -0.05068 -0.82853 -0.253
C -0.21282 -0.51412 0.24766 -0.129
C -1.35811 0.47191 0.41806 -0.553
N -2.58941 -0.07482 0.62356 0.153
O -1.17722 1.67741 0.40835 0.042
H 2.84441 0.62908 -1.05833 0.070
H 2.62741 -0.58000 0.21723 0.072
H 2.08412 1.08864 0.47628 0.078
H 0.38273 0.84060 -1.31678 0.103
H 0.88318 -0.82332 -1.60052 0.103
H -0.58060 -1.52694 0.04938 0.105
H 0.27263 -0.55839 1.23183 0.123
H -3.36526 0.55111 0.77647 0.108
H -2.76123 -1.06519 0.58031 0.095

---

Entry 6:
17
Properties=species:S:1:pos:R:3:lowdin_charge:R:1 method="wB97M-V/def2-TZVPD" e_above_lowest_kcal_mol=26.8 energy_ha=-380.2939 spin_multiplicity=1 homo_energy_ev=-8.43 lumo_ev=0.26 largest_force_ev_per_a=1.93 charge=0 smiles="CNCC(N)=O.O"
C -0.19404 1.77492 0.33037 -0.136
N 0.93365 0.91987 -0.01067 -0.130
C 1.27927 -0.12394 0.93462 -0.145
C 0.68955 -1.52210 0.75119 -0.516
N -0.58982 -1.69720 0.33599 0.175
O 1.35673 -2.48343 1.13871 0.015
H -1.13799 1.29663 0.06347 0.052
H -0.02620 2.75500 -0.13616 0.081
H -0.11886 1.99145 1.38198 0.068
H 1.01764 0.79803 -0.99837 0.090
H 0.96708 0.26240 1.92249 0.131
H 2.34637 -0.30300 0.96942 0.112
H -1.00347 -1.05386 -0.30130 0.030
H -0.90507 -2.65048 0.26609 0.110
O -1.57692 -0.05828 -1.84543 -0.058
H -0.84501 -0.34241 -2.40485 0.058
H -2.19292 0.43642 -2.39756 0.064

---

Entry 7:
132
Properties=species:S:1:pos:R:3:lowdin_charge:R:1 method="wB97M-V/def2-TZVPD" energy_ha=-4771.0561 spin_multiplicity=1 homo_energy_ev=-9.22 lumo_ev=-1.89 largest_force_ev_per_a=1.52 charge=0 smiles="N#C[C@@H](CN)[C@@H](C#N)B(N)O.O=C1C=C(O)C(=O)C=C1O.O=C1C=C(O)C(=O)C=C1O.O=C1C=C(O)C(=O)C=C1O.O=C1C=C(O)C(=O)C=C1O.O=C1C=C(O)C(=O)C=C1O.O=C1C=C(O)C(=O)C=C1O.O=C1C=C(O)C(=O)C=C1O.O=C1C=C(O)C(=O)C=C1O"
N 0.00270 -5.49085 1.80236 0.215
C -0.00746 -4.34703 1.69390 -0.156
C -0.26495 -2.91430 1.47660 -0.238
C 1.05968 -2.13612 1.24656 -0.238
N 1.83958 -2.74822 0.19546 0.057
C -1.28431 -2.62468 0.31906 -0.149
C -1.70478 -3.83803 -0.39628 -0.196
N -1.91496 -4.67293 -1.15832 0.187
B -2.57141 -1.89267 0.95485 -0.544
N -2.76449 -0.44229 0.73304 0.148
O -3.49222 -2.57382 1.71644 0.154
H -0.66785 -2.53363 2.42344 0.146
H 1.56039 -2.08635 2.22414 0.115
H 0.77583 -1.13488 0.91240 0.120
H 2.34285 -3.56972 0.50148 0.050
H 2.45509 -2.09114 -0.26098 0.049
H -0.79146 -1.93866 -0.36954 0.128
H -2.02104 0.08822 1.18592 0.077
H -2.66229 -0.23575 -0.25889 0.066
H -4.15656 -3.00269 1.16400 0.120
O 3.22592 0.44512 -0.47181 0.063
C 3.38315 0.33724 -1.68180 -0.317
C 2.31828 -0.04424 -2.57962 0.077
C 2.55655 -0.16292 -3.89502 -0.223
O 1.61292 -0.49764 -4.75113 0.100
C 3.92037 0.08350 -4.47738 -0.302
O 4.06598 -0.06218 -5.67624 0.119
C 4.98684 0.48016 -3.57678 0.065
C 4.74756 0.60804 -2.26436 -0.254
O 5.69881 0.96493 -1.40786 0.113
H 1.34139 -0.22312 -2.15226 0.132
H 2.04606 -0.51955 -5.62880 0.135
H 5.96220 0.66280 -4.00655 0.139
H 5.27782 0.99832 -0.52777 0.112
O 2.22184 -6.31058 -0.26284 0.089
C 2.27332 -7.52451 -0.34698 -0.302
C 3.52358 -8.26035 -0.38493 0.075
C 3.51694 -9.59186 -0.50427 -0.232
O 4.63053 -10.32112 -0.54649 0.109
C 2.22849 -10.36570 -0.59235 -0.320
O 2.29857 -11.57637 -0.71336 0.097
C 0.97520 -9.63326 -0.52261 0.073
C 0.98433 -8.29386 -0.41082 -0.234
O -0.11368 -7.56020 -0.34936 0.096
H 4.42771 -7.67521 -0.32009 0.107
H 4.33537 -11.24798 -0.63460 0.118
H 0.05845 -10.20312 -0.57054 0.134
H 0.18341 -6.63065 -0.27955 0.073
O 5.45761 -2.28679 -2.06923 0.110
C 6.18304 -3.12810 -1.56860 -0.298
C 5.65496 -4.26135 -0.84654 0.072
C 6.47975 -5.15077 -0.28683 -0.231
O 5.98598 -6.18227 0.38854 0.099
C 7.97080 -5.02054 -0.38478 -0.311
O 8.66307 -5.85550 0.16343 0.118
C 8.50615 -3.88785 -1.13573 0.081
C 7.67388 -2.99502 -1.69311 -0.227
O 8.10384 -1.94243 -2.38503 0.118
H 4.57909 -4.35203 -0.77377 0.130
H 6.74650 -6.69587 0.72106 0.130
H 9.58065 -3.80421 -1.21574 0.136
H 7.30324 -1.46264 -2.67041 0.108
O -1.88450 1.69089 -6.35548 0.110
C -2.09511 1.99695 -5.19585 -0.313
C -3.35628 2.53583 -4.72009 0.075
C -3.50023 2.86123 -3.42646 -0.230
O -4.62788 3.35427 -2.93317 0.102
C -2.37914 2.68701 -2.43688 -0.313
O -2.57416 3.01805 -1.28179 0.107
C -1.12477 2.12737 -2.90961 0.072
C -0.98476 1.79899 -4.20167 -0.212
O 0.13806 1.27670 -4.68844 0.087
H -4.15325 2.65805 -5.43977 0.136
H -4.46873 3.50837 -1.98208 0.100
H -0.33106 1.99375 -2.18692 0.119
H -0.03243 1.14009 -5.64023 0.125
O 7.18533 -1.29509 5.84269 0.114
C 6.50800 -1.70911 4.92177 -0.313
C 5.77992 -0.84457 4.00640 0.078
C 5.04247 -1.38060 3.02553 -0.228
O 4.35626 -0.64029 2.15831 0.104
C 4.93703 -2.86928 2.83841 -0.300
O 4.23151 -3.28626 1.93687 0.090
C 5.68065 -3.73290 3.73718 0.080
C 6.42224 -3.19695 4.71655 -0.233
O 7.12560 -3.93384 5.56800 0.121
H 5.86140 0.22322 4.15280 0.137
H 3.91320 -1.26722 1.55373 0.089
H 5.60878 -4.80038 3.58156 0.137
H 7.56435 -3.30284 6.17083 0.123
O -6.29581 4.85636 -1.36508 0.096
C -7.50807 4.96901 -1.30556 -0.300
C -8.33108 5.34254 -2.44336 0.079
C -9.65752 5.46240 -2.29727 -0.234
O -10.46246 5.79921 -3.30023 0.116
C -10.33278 5.22230 -0.97436 -0.300
O -11.53848 5.36771 -0.91199 0.117
C -9.50867 4.82533 0.15809 0.076
C -8.18732 4.70487 0.00483 -0.219
O -7.38240 4.34283 1.01379 0.103
H -7.83349 5.51396 -3.38738 0.137
H -11.36373 5.81571 -2.92453 0.121
H -9.98782 4.63549 1.11330 0.098
H -6.47885 4.33302 0.64642 0.120
O 5.67045 7.27970 -0.75910 0.113
C 4.77488 6.46417 -0.86524 -0.313
C 4.91560 5.06258 -0.50220 0.083
C 3.88329 4.22642 -0.66518 -0.215
O 3.93990 2.93353 -0.35384 0.088
C 2.56602 4.68865 -1.22205 -0.304
O 1.68139 3.86239 -1.36025 0.107
C 2.41695 6.09222 -1.56330 0.077
C 3.44766 6.93214 -1.39709 -0.234
O 3.37250 8.22603 -1.68923 0.118
H 5.86772 4.73946 -0.10542 0.138
H 3.05828 2.57102 -0.56643 0.094
H 1.46030 6.41714 -1.94724 0.137
H 4.25017 8.59970 -1.47979 0.122
O -10.12484 5.09972 2.91714 0.081
C -10.20095 5.34983 4.10761 -0.285
C -11.40108 5.85018 4.74854 0.080
C -11.39318 6.11363 6.06254 -0.233
O -12.45891 6.57088 6.70823 0.120
C -10.16345 5.90785 6.90491 -0.314
O -10.22686 6.18608 8.08722 0.111
C -8.96880 5.38528 6.26342 0.076
C -8.97695 5.11889 4.95031 -0.227
O -7.91354 4.63994 4.31139 0.120
H -12.27727 5.99544 4.13252 0.138
H -12.18300 6.67670 7.63940 0.122
H -8.09636 5.22630 6.88098 0.137
H -8.16790 4.53703 3.37237 0.102

---

Entry 8:
7
Properties=species:S:1:pos:R:3:lowdin_charge:R:1 method="wB97M-V/def2-TZVPD" e_above_lowest_kcal_mol=31.1 energy_ha=-575.9784 spin_multiplicity=1 homo_energy_ev=-9.44 lumo_ev=0.91 largest_force_ev_per_a=5.84 charge=0
C -0.03544 0.51736 -0.35314 -0.397
C -0.95407 -0.53646 0.29939 -0.746
F -1.76883 -0.29805 1.34899 -0.040
S -1.42704 -0.05267 -1.23453 0.904
H -0.16149 1.47986 0.05187 0.057
H 0.89090 0.33079 -0.65043 0.018
H -0.39880 -1.75969 0.50749 0.204